{"formula": "C3H9N3", "method": "wB97M-V/def2-TZVPD", "species": ["C", "N", "C", "C", "N", "N", "H", "H", "H", "H", "H", "H", "H", "H", "H"], "positions_angstrom": [[-1.4526, 0.1948, -1.6260], [0.0252, -0.0400, -1.5811], [0.4846, -0.3647, -0.2700], [0.2022, 0.8258, 0.6529], [0.4511, 0.7111, 1.9446], [1.2152, -0.2071, 2.5135], [-2.0492, -0.6189, -1.2668], [-1.7423, 0.3059, -2.6831], [-1.7243, 1.1365, -1.1368], [0.3237, -0.7884, -2.2555], [-0.1286, -1.2744, 0.1906], [1.5762, -0.5160, -0.2639], [-0.3432, 1.6336, 0.4108], [1.6167, -0.9109, 1.8991], [1.5451, -0.0874, 3.4718]], "forces_ev_per_a": [[1.191, 0.455, -1.505], [-0.575, -0.732, -1.545], [-1.105, 0.196, 1.440], [2.471, -4.999, 4.023], [-0.291, 2.696, -1.297], [-0.046, -1.291, -0.997], [-0.304, -0.633, 0.722], [0.201, 0.085, 0.285], [0.148, -0.376, 0.046], [-0.740, 1.115, 0.882], [1.464, 1.253, -0.634], [-0.346, -0.475, -0.137], [-1.830, 2.553, -1.042], [0.226, 0.018, 0.658], [-0.465, 0.135, -0.900]], "gap_ev": 9.32, "e_above_lowest_kcal_mol": 61.73, "fmax_ev_per_a": 6.88, "smiles": "CNC/C=N\\N", "total_charge": 0}

---

{"formula": "C31H57BrF5ReS6Si5Te", "method": "wB97M-V/def2-TZVPD", "species": ["Re", "C", "C", "C", "C", "Si", "Br", "C", "C", "C", "C", "C", "C", "C", "C", "H", "H", "H", "H", "H", "H", "H", "H", "H", "H", "H", "H", "H", "H", "H", "H", "H", "H", "H", "H", "H", "H", "H", "H", "H", "H", "H", "F", "C", "C", "F", "C", "F", "C", "S", "C", "F", "C", "F", "C", "S", "C", "C", "S", "S", "C", "S", "S", "H", "H", "H", "C", "Si", "C", "C", "Si", "Te", "Si", "C", "C", "C", "Si", "C", "C", "C", "H", "H", "H", "H", "H", "H", "H", "H", "H", "H", "H", "H", "H", "H", "H", "H", "H", "H", "H", "H", "H", "H", "H", "H", "H", "H", "H"], "positions_angstrom": [[0.2367, 0.3039, -0.1505], [-4.0708, 4.4010, 3.2244], [-3.4211, 3.1926, 2.5540], [-3.9713, 3.0933, 1.1233], [-3.9018, 1.9308, 3.2778], [-1.5005, 3.3996, 2.6573], [-0.7898, 2.0198, 1.0919], [-0.7957, 5.0978, 2.0552], [-1.0680, 6.1891, 3.0900], [0.7184, 5.0885, 1.8036], [-1.4767, 5.5150, 0.7468], [-0.6625, 2.6720, 4.2558], [0.8392, 2.9844, 4.3096], [-0.7902, 1.1451, 4.3855], [-1.3215, 3.3331, 5.4678], [-5.1431, 4.2302, 3.3153], [-3.9395, 5.3084, 2.6365], [-3.6853, 4.5771, 4.2270], [-5.0594, 3.1299, 1.1602], [-3.7144, 2.1452, 0.6464], [-3.6435, 3.9025, 0.4731], [-4.9840, 1.8519, 3.1822], [-3.6714, 1.9504, 4.3402], [-3.4808, 1.0205, 2.8454], [-0.5871, 5.9782, 4.0455], [-2.1304, 6.3404, 3.2670], [-0.6649, 7.1341, 2.7231], [1.2859, 5.1932, 2.7223], [0.9871, 5.9262, 1.1626], [1.0792, 4.1899, 1.3063], [-2.5489, 5.6529, 0.8710], [-1.3176, 4.7933, -0.0585], [-1.0671, 6.4624, 0.3969], [1.3814, 2.5934, 3.4452], [1.2775, 2.5211, 5.1939], [1.0253, 4.0533, 4.3765], [-0.2419, 0.6227, 3.5961], [-1.8211, 0.7967, 4.3719], [-0.3470, 0.8171, 5.3262], [-1.2418, 4.4191, 5.4231], [-0.8241, 3.0091, 6.3822], [-2.3752, 3.0715, 5.5583], [-1.8742, -4.8863, 4.1021], [-1.1370, -3.9742, 3.4705], [-1.7180, -3.1285, 2.5346], [-3.0203, -3.1978, 2.2504], [-0.9342, -2.1860, 1.8885], [-1.5594, -1.3504, 1.0142], [0.4356, -2.0545, 2.1191], [1.5116, -0.9296, 1.3366], [0.9969, -2.9270, 3.0624], [2.3067, -2.8374, 3.3032], [0.2307, -3.8613, 3.7374], [0.7936, -4.6560, 4.6460], [1.9150, 0.3864, -4.4169], [0.2156, 0.8246, -3.9209], [0.5338, 2.3135, -3.0486], [1.3425, 2.4297, -1.9734], [2.0983, 1.0536, -1.2151], [1.5963, 4.0528, -1.3575], [0.4820, 4.8561, -2.4452], [0.1641, 6.4487, -2.3690], [-0.2519, 3.7769, -3.6095], [1.8410, -0.5491, -4.9604], [2.5080, 0.2631, -3.5174], [2.3147, 1.1728, -5.0489], [1.7593, -5.4675, -0.1891], [0.6213, -5.3557, -1.7267], [-1.2192, -5.2120, -1.2150], [0.8530, -6.9323, -2.8147], [1.4129, -3.2983, -3.0198], [0.6159, -1.6553, -1.4435], [4.1109, -3.3975, -2.9000], [4.7332, -2.0962, -4.1558], [4.4750, -2.9138, -1.0921], [4.5321, -5.1911, -3.3971], [0.1968, -3.4820, -5.1437], [-1.5632, -4.0367, -4.6249], [0.0139, -1.9348, -6.2669], [1.1318, -4.8367, -6.1251], [1.3787, -6.1615, 0.5524], [1.8289, -4.4866, 0.2706], [2.7612, -5.7887, -0.4467], [-1.4263, -5.7410, -0.2905], [-1.8940, -5.6058, -1.9665], [-1.4617, -4.1630, -1.0680], [0.6417, -7.8294, -2.2400], [1.8643, -7.0174, -3.1931], [0.1867, -6.9348, -3.6697], [4.4918, -1.0942, -3.8158], [4.2706, -2.2383, -5.1261], [5.8095, -2.1488, -4.2922], [3.8486, -2.0688, -0.8080], [5.5078, -2.6198, -0.9313], [4.2536, -3.7285, -0.4111], [4.1200, -5.4185, -4.3723], [4.1178, -5.9030, -2.6930], [5.6037, -5.3575, -3.4410], [-1.8614, -3.4665, -3.7514], [-1.5861, -5.0864, -4.3625], [-2.3026, -3.8749, -5.4017], [-0.3681, -1.0912, -5.7005], [-0.6856, -2.1150, -7.0790], [0.9546, -1.6421, -6.7207], [1.2551, -5.7254, -5.5213], [2.1196, -4.5037, -6.4182], [0.6009, -5.1137, -7.0301]], "forces_ev_per_a": [[2.122, -0.541, 0.287], [0.063, 0.272, 0.076], [0.104, -0.206, -0.191], [0.249, -0.004, -0.221], [0.251, -0.133, 0.093], [-0.450, 1.319, 1.914], [-0.778, 0.877, -0.334], [-0.029, -0.128, -0.123], [-0.162, 0.029, 0.287], [0.172, -0.369, 0.148], [-0.238, -0.226, -0.101], [0.018, -0.100, -0.216], [-0.025, 0.158, -0.283], [-0.152, -0.076, -0.307], [-0.208, 0.128, 0.002], [-0.120, -0.052, -0.004], [0.012, 0.057, 0.020], [0.018, 0.083, 0.127], [-0.132, 0.036, 0.090], [0.091, 0.021, 0.020], [0.019, -0.005, -0.018], [-0.138, 0.069, -0.039], [-0.011, -0.049, 0.074], [0.053, -0.010, 0.002], [0.033, 0.032, 0.032], [-0.061, 0.033, 0.057], [0.058, 0.053, -0.038], [0.029, 0.033, 0.103], [-0.056, 0.165, -0.086], [-0.057, -0.046, 0.004], [-0.082, 0.026, -0.006], [-0.006, -0.027, 0.001], [0.089, 0.068, 0.071], [-0.019, 0.016, -0.048], [-0.054, -0.061, 0.114], [0.051, 0.050, 0.036], [-0.021, 0.039, -0.045], [0.002, -0.016, 0.003], [0.033, 0.104, 0.147], [-0.040, 0.067, 0.073], [0.065, -0.058, 0.068], [-0.034, 0.021, 0.050], [0.221, 0.270, -0.143], [0.127, -0.015, -0.032], [-0.049, 0.066, -0.085], [0.262, -0.081, 0.165], [0.325, 0.160, 0.096], [0.083, 0.022, 0.186], [-0.427, -0.780, 0.289], [-0.123, 0.954, 0.411], [-0.275, 0.190, -0.233], [-0.186, -0.165, 0.098], [-0.122, -0.103, 0.114], [-0.124, 0.094, -0.193], [-0.390, 0.272, 0.080], [0.051, -0.154, -0.282], [-0.205, 0.234, 0.086], [-0.024, 0.525, -0.151], [0.574, 1.009, 0.520], [-0.296, -0.238, -0.501], [0.027, 0.086, 0.091], [0.033, -0.037, -0.062], [0.377, -0.103, 0.229], [0.036, -0.052, -0.057], [0.153, -0.099, -0.093], [0.080, -0.009, -0.086], [-0.565, 0.227, -0.651], [0.107, -0.241, -0.228], [0.781, 0.212, -0.197], [-0.050, 0.900, 0.389], [1.871, -2.080, -0.769], [-1.375, -3.061, -1.649], [-1.407, 0.285, -0.209], [-0.197, -0.595, 0.598], [-0.140, -0.181, -0.702], [-0.127, 0.815, 0.308], [-0.581, -0.008, -0.536], [0.853, 0.273, -0.133], [0.260, -0.477, 0.704], [-0.283, 0.597, 0.662], [-0.206, -0.178, 0.100], [0.056, 0.234, 0.201], [0.248, -0.038, -0.166], [0.110, -0.125, 0.231], [-0.013, -0.052, -0.244], [-0.165, 0.175, 0.102], [-0.064, -0.081, 0.243], [0.301, 0.010, -0.054], [-0.211, 0.072, -0.168], [-0.055, 0.156, 0.127], [-0.118, -0.102, -0.200], [0.213, -0.060, 0.033], [-0.076, 0.111, -0.014], [0.230, 0.021, -0.095], [-0.076, -0.187, 0.085], [-0.109, 0.010, -0.288], [-0.116, -0.107, 0.227], [0.245, 0.049, 0.005], [-0.153, 0.116, 0.197], [0.048, -0.296, 0.110], [-0.034, 0.092, -0.248], [-0.118, 0.149, 0.046], [-0.144, -0.264, -0.031], [0.230, 0.042, -0.057], [0.018, -0.323, 0.168], [0.271, 0.177, -0.061], [-0.245, 0.040, -0.121]], "multiplicity": 4, "gap_ev": [6.48, 4.96], "fmax_ev_per_a": 3.74, "s_squared": 3.7850, "total_charge": 1}